1.
The following is a quantum chemistry calculation of the molecule C6H9N at a distorted geometry, from the OMol25 dataset.

Last column: natural (NBO) charge in e.
Geometry (Å):
H: 0.581 -1.608 -1.092  0.24
H: -2.640 0.104 0.602  0.34
H: 0.226 -0.066 -1.887  0.24
H: -1.066 -2.254 0.319  0.19
H: -1.115 1.777 0.994  0.21
C: 3.063 0.310 -0.396  -0.26
N: -2.069 -0.483 -0.034  -0.60
H: -1.577 -1.454 1.865  0.20
C: -0.332 1.400 0.346  -0.63
C: 1.953 -0.077 -0.677  0.02
H: 4.034 0.659 -0.101  0.24
C: -0.444 -0.131 0.194  0.11
C: 0.558 -0.525 -0.945  -0.51
H: 0.626 1.839 0.664  0.23
C: -1.293 -1.306 0.817  -0.23
H: -0.506 1.813 -0.668  0.21

Output
Charge: 0
HOMO: -8.94 eV
Orbital gap: 9.94 eV
2S+1: 1
Max |F|: 2.17 eV/A
Lowest unoccupied orbital energy: 1.0002 eV
SMILES: C#CC[C@]1(C)CN1
Energy: -7853.8059 eV

=====

2.
The following is a quantum chemistry calculation of the molecule C2HNO4 at a distorted geometry, from the OMol25 dataset.

Last column: natural (NBO) charge in e.
Geometry (Å):
H: -1.499 -0.980 1.167  0.16
C: 0.428 -0.417 -0.058  0.55
O: 1.022 -1.400 -0.172  -0.44
C: -1.111 -0.533 0.215  0.33
O: 0.838 1.122 -1.282  -0.31
O: -1.958 -0.178 -0.569  -0.44
N: 0.981 0.882 -0.135  0.47
O: 1.300 1.504 0.835  -0.32

Output
Charge: 0
HOMO: -10.66 eV
Orbital gap: 9.84 eV
2S+1: 1
Max |F|: 4.30 eV/A
Lowest unoccupied orbital energy: -0.8131 eV
SMILES: O=CC(=O)[N+](=O)[O-]
Energy: -11765.1324 eV